Entry 1:
The following is a quantum chemistry calculation of one molecule with the formula C3H7NOS2 at a distorted geometry, from OMol25.

The energy above the lowest of the compared OMol25 structures with the same formula, charge and spin is 52.5 kcal/mol. Its structure (SMILES) is N[C@H](C=O)CSS. The value obtained for the HOMO energy is -9.36 eV. As for the frontier orbital gap: 9.55 eV. The value obtained for the molar mass is 137.23 g/mol.

The geometry in XYZ format:
```
14
C3H7NOS2, DFT ωB97M-V/def2-TZVPD
N 1.47 -0.07 1.01
C 0.53 0.15 -0.22
C 1.06 1.53 -0.69
O 0.46 2.64 -0.40
C -1.00 0.18 -0.10
S -1.78 -1.07 -1.24
S -1.22 -2.84 -0.41
H 0.87 -0.48 1.67
H 1.67 0.83 1.33
H 0.79 -0.78 -0.78
H 2.09 1.51 -1.20
H -1.34 1.22 -0.47
H -1.52 0.10 0.90
H -2.07 -2.92 0.59
```

Here are the Mulliken charges for atoms 1 to 6, given in e: -0.647, 0.324, -0.212, -0.501, -0.641, -0.052

Entry 2:
The following is a quantum chemistry calculation of one molecule with the formula C3H7NOS2 at a distorted geometry, from OMol25.

The energy above the lowest of the compared OMol25 structures with the same formula, charge and spin is 111.5 kcal/mol. Its structure (SMILES) is CS/C(CO)=N\S. The value obtained for the HOMO energy is -8.70 eV. As for the frontier orbital gap: 8.98 eV. The value obtained for the molar mass is 137.23 g/mol.

The geometry in XYZ format:
```
14
C3H7NOS2, DFT ωB97M-V/def2-TZVPD
C -1.07 -1.54 0.62
C 0.56 0.67 -0.08
C 0.11 1.56 -1.03
H -1.03 -2.75 0.76
H -2.02 -1.24 0.07
H -0.77 -1.01 1.65
H 0.98 1.49 -1.90
H 0.45 2.62 -0.51
H -0.99 0.47 -2.16
H 1.59 -1.28 1.69
N 1.33 0.87 0.92
O -1.15 1.21 -1.34
S 0.10 -1.11 -0.76
S 1.92 0.05 2.08
```

Here are the Mulliken charges for atoms 1 to 6, given in e: -0.685, 0.643, -0.459, 0.243, 0.264, 0.289

Entry 3:
The following is a quantum chemistry calculation of one molecule with the formula C3H7NS at a distorted geometry, from OMol25.

The energy above the lowest of the compared OMol25 structures with the same formula, charge and spin is 52.9 kcal/mol. Its structure (SMILES) is CC(C)=NS. The value obtained for the HOMO energy is -8.43 eV. As for the frontier orbital gap: 8.97 eV. The value obtained for the molar mass is 89.16 g/mol.

The geometry in XYZ format:
```
12
C3H7NS, DFT ωB97M-V/def2-TZVPD
C 1.29 -0.87 -0.09
C 0.03 -0.15 0.11
C 0.30 1.28 0.00
H 1.14 -1.90 -0.12
H 1.72 -0.49 -1.07
H 1.89 -0.64 0.73
H -0.55 1.60 -0.72
H -0.21 1.54 0.98
H 1.39 1.60 -0.29
H -3.36 -1.17 0.65
N -1.08 -0.78 -0.06
S -2.56 -0.02 -0.12
```

Here are the Mulliken charges for atoms 1 to 6, given in e: -1.205, 0.952, -1.093, 0.357, 0.284, 0.357

Entry 4:
The following is a quantum chemistry calculation of one molecule with the formula C3H7NS2 at a distorted geometry, from OMol25.

The energy above the lowest of the compared OMol25 structures with the same formula, charge and spin is 18.0 kcal/mol. Its structure (SMILES) is CSC(=S)CN. The value obtained for the HOMO energy is -8.52 eV. As for the frontier orbital gap: 8.47 eV. The value obtained for the molar mass is 121.23 g/mol.

The geometry in XYZ format:
```
13
C3H7NS2, DFT ωB97M-V/def2-TZVPD
C 0.89 1.72 0.14
C 0.53 -0.81 -1.00
C -0.27 -1.07 0.28
H -0.03 1.59 0.69
H 1.02 2.72 -0.20
H 1.74 1.46 0.80
H -0.34 -2.14 0.42
H 0.42 -0.76 1.08
H -2.21 -0.80 -0.30
H -2.02 -0.37 1.23
N -1.56 -0.33 0.31
S 1.08 0.80 -1.37
S 0.75 -2.02 -2.09
```

Here are the Mulliken charges for atoms 1 to 6, given in e: -0.828, 0.230, -0.784, 0.297, 0.343, 0.281

Entry 5:
The following is a quantum chemistry calculation of one molecule with the formula C3H7NS2 at a distorted geometry, from OMol25.

The energy above the lowest of the compared OMol25 structures with the same formula, charge and spin is 77.5 kcal/mol. Its structure (SMILES) is CSC(=S)CN. The value obtained for the HOMO energy is -8.81 eV. As for the frontier orbital gap: 8.38 eV. The value obtained for the molar mass is 121.23 g/mol.

The geometry in XYZ format:
```
13
C3H7NS2, DFT ωB97M-V/def2-TZVPD
C -2.05 -0.17 0.05
C 0.69 -0.97 0.27
C 0.97 0.63 0.52
H -3.00 -0.74 0.08
H -1.91 0.61 -0.56
H -1.92 0.34 1.09
H 0.21 1.28 1.04
H 1.72 0.57 1.25
H 0.79 1.06 -1.55
H 1.98 -0.11 -1.09
N 1.51 1.03 -0.78
S -0.95 -1.70 -0.33
S 1.99 -1.82 0.00
```

Here are the Mulliken charges for atoms 1 to 6, given in e: -0.868, 0.032, -0.303, 0.310, 0.354, 0.267

Entry 6:
The following is a quantum chemistry calculation of one molecule with the formula C3H7NS2 at a distorted geometry, from OMol25.

The energy above the lowest of the compared OMol25 structures with the same formula, charge and spin is 8.6 kcal/mol. Its structure (SMILES) is CNC(=S)SC. The value obtained for the HOMO energy is -8.35 eV. As for the frontier orbital gap: 9.01 eV. The value obtained for the molar mass is 121.23 g/mol.

The geometry in XYZ format:
```
13
C3H7NS2, DFT ωB97M-V/def2-TZVPD
C 1.30 -1.30 1.69
C 0.14 -0.02 -0.04
C -1.43 1.32 -1.92
H 2.10 -0.86 2.28
H 0.71 -2.00 2.29
H 1.82 -1.73 0.85
H -0.33 0.17 1.87
H -1.59 0.33 -2.43
H -0.53 1.89 -2.22
H -2.28 2.03 -2.16
N 0.33 -0.34 1.22
S 1.10 -0.44 -1.29
S -1.34 0.95 -0.14
```

Here are the Mulliken charges for atoms 1 to 6, given in e: -0.774, 0.440, -0.846, 0.276, 0.280, 0.289

Entry 7:
The following is a quantum chemistry calculation of a 2-piece molecular cluster, C3H7NS2 overall at a distorted geometry, from OMol25.

The energy above the lowest of the compared OMol25 structures with the same formula, charge and spin is 53.9 kcal/mol. Its structure (SMILES) is C=C=NC.SS. The value obtained for the HOMO energy is -8.67 eV. As for the frontier orbital gap: 9.13 eV. The value obtained for the molar mass is 121.23 g/mol.

The geometry in XYZ format:
```
13
C3H7NS2, DFT ωB97M-V/def2-TZVPD
C -1.49 -0.65 0.12
C -2.39 -1.54 0.30
C -0.54 1.57 -0.05
N -0.61 0.14 -0.26
S 3.04 0.65 0.40
S 2.53 -1.29 0.07
H 3.74 -1.84 -0.39
H -2.73 -1.96 1.22
H -3.03 -1.85 -0.58
H 0.41 1.58 0.51
H -1.36 1.93 0.55
H -0.44 2.04 -1.01
H 2.89 1.22 -0.89
```

Here are the Mulliken charges for atoms 1 to 6, given in e: 0.692, -1.034, -0.583, -0.253, -0.246, -0.132

Entry 8:
The following is a quantum chemistry calculation of an isolated ion of composition C3H7O and charge -1 at a distorted geometry, from OMol25.

The energy above the lowest of the compared OMol25 structures with the same formula, charge and spin is 17.8 kcal/mol. Its structure (SMILES) is CCC[O-]. The value obtained for the HOMO energy is -1.73 eV. As for the net charge: -1. As for the frontier orbital gap: 6.19 eV. The value obtained for the molar mass is 59.09 g/mol.

The geometry in XYZ format:
```
11
C3H7O, DFT ωB97M-V/def2-TZVPD
C 0.67 -1.10 -0.01
O 1.97 -1.35 0.40
C 0.34 0.41 0.32
C -1.05 0.80 -0.28
H 0.00 -1.67 0.66
H 0.56 -1.32 -1.09
H 1.14 1.08 0.00
H 0.38 0.61 1.39
H -1.38 1.76 0.07
H -1.78 -0.01 -0.11
H -0.86 0.77 -1.36
```

Here are the Mulliken charges for atoms 1 to 6, given in e: -0.420, -0.936, -0.471, -0.997, 0.172, 0.202

Entry 9:
The following is a quantum chemistry calculation of a 2-piece molecular cluster, C3H7O overall at a distorted geometry, from OMol25.

The energy above the lowest of the compared OMol25 structures with the same formula, charge and spin is 20.8 kcal/mol. The value obtained for the HOMO energy is -1.69 eV. As for the net charge: -1. As for the frontier orbital gap: 6.13 eV. The value obtained for the molar mass is 59.09 g/mol.

The geometry in XYZ format:
```
11
C3H7O, DFT ωB97M-V/def2-TZVPD
C -0.64 0.35 1.21
O -1.17 0.78 0.20
C 0.61 -0.36 1.48
C 0.90 -0.53 -2.27
H -1.34 0.33 2.12
H 1.54 -0.06 1.01
H 0.58 -1.24 2.17
H 1.41 -1.44 -1.91
H 0.16 -0.04 -1.60
H 1.53 0.24 -2.76
H 0.26 -0.80 -3.16
```

Here are the Mulliken charges for atoms 1 to 6, given in e: -0.120, -0.723, -0.793, -0.813, 0.257, 0.238